# C16H20N2O5S

C16H20N2O5S in the gas phase (the ωB97M-V functional and the def2-TZVPD basis, OMol25).

Last column: Löwdin charge in e.
Geometry (Å):
C -7.20 -0.63 -0.52  -0.06
C -6.26 0.53 -0.24  -0.22
O -4.93 0.03 -0.20  -0.06
C -3.97 0.90 0.15  -0.51
O -4.18 2.05 0.44  0.12
C -2.66 0.25 0.15  -0.36
S -2.55 -1.44 -0.27  1.17
C -0.85 -1.39 -0.06  -0.52
N -0.05 -2.45 -0.25  0.08
C 1.21 -2.27 -0.06  -0.11
N 1.78 -1.10 0.33  0.08
C 3.21 -0.89 0.51  -0.18
C 4.07 -2.13 0.28  -0.20
C 5.54 -1.85 0.62  -0.08
C 3.60 0.23 -0.47  -0.50
O 3.19 0.28 -1.60  0.14
O 4.49 1.04 0.07  0.00
C 4.89 2.18 -0.70  -0.20
C 3.92 3.34 -0.49  -0.05
C 1.02 0.07 0.50  -0.33
O 1.60 1.11 0.78  0.09
C -0.40 -0.12 0.32  -0.09
C -1.45 0.83 0.43  -0.20
C -1.26 2.25 0.83  -0.01
H -7.12 -1.38 0.26  0.08
H -6.95 -1.08 -1.48  0.08
H -8.22 -0.26 -0.56  0.08
H -6.33 1.30 -1.02  0.13
H -6.49 1.01 0.72  0.13
H 1.86 -3.11 -0.22  0.13
H 3.36 -0.51 1.53  0.17
H 3.99 -2.44 -0.76  0.12
H 3.72 -2.94 0.92  0.12
H 6.12 -2.76 0.50  0.08
H 5.95 -1.09 -0.03  0.07
H 5.63 -1.51 1.65  0.08
H 5.89 2.43 -0.35  0.12
H 4.92 1.89 -1.76  0.12
H 4.24 4.19 -1.08  0.08
H 2.92 3.04 -0.80  0.07
H 3.89 3.61 0.56  0.08
H -1.66 2.41 1.83  0.10
H -1.81 2.90 0.15  0.09
H -0.20 2.50 0.82  0.07

Energy (eV): -40971.168
SMILES: CCOC(=O)c1sc2ncn([C@@H](CC)C(=O)OCC)c(=O)c2c1C
HOMO energy (eV): -8.513
Gap between HOMO and LUMO (eV): 8.58
Energy above the lowest of the compared OMol25 structures with the same formula, charge and spin (eV): 0.000